C28H63CaN11OPS as an isolated structure. Source: OMol25; level of theory: ωB97M-V/def2-TZVPD.

max |F| = 0.2 eV Å⁻¹
total charge = +1
energy above the lowest of the compared OMol25 structures with the same formula, charge and spin = 0.0 kcal per mole
LUMO = -0.0606 hartree

Geometry as XYZ:
```
106
Properties=species:S:1:pos:R:3:forces:R:3:lowdin_charge:R:1
C -3.7526 0.7104 -2.5064 -0.004 -0.015 0.019 -0.285
N -0.6998 -1.1162 -4.0955 -0.007 -0.007 0.007 0.154
H 2.2798 -1.6145 2.0276 0.015 0.015 0.000 0.067
H 2.4880 0.0123 3.8824 -0.002 0.001 0.001 0.111
C 4.6179 0.3183 3.6962 -0.007 0.002 0.000 -0.202
H -3.0818 -5.7428 0.2877 -0.001 0.001 -0.001 0.098
N -1.5749 -1.8827 2.8744 -0.034 0.004 -0.065 -0.359
C 1.8625 4.0538 0.6291 -0.007 -0.005 -0.010 -0.179
H 0.3337 2.5648 0.9447 0.000 0.004 -0.001 0.094
C -2.3481 -4.9420 0.1296 -0.004 -0.002 -0.002 -0.087
H 5.1286 -1.6615 -3.8906 -0.001 -0.001 0.000 0.108
H -5.1014 4.8796 0.7078 -0.001 0.000 -0.001 0.080
H -3.6424 -2.0276 2.8097 -0.006 -0.004 0.022 0.115
H -2.9637 -2.9568 -5.2236 0.005 0.001 -0.009 0.104
H -0.5122 -2.6838 4.5342 0.000 0.003 0.000 0.102
H 1.6643 5.6017 -0.8779 -0.001 0.002 0.000 0.111
H 2.9558 4.0978 0.6123 0.003 0.004 0.003 0.113
H -3.7454 -4.5008 2.5130 0.002 -0.001 0.001 0.134
H 4.1767 1.7792 0.5889 -0.002 0.004 -0.007 0.097
H -1.3788 -5.2861 0.4908 0.001 -0.001 0.000 0.091
C -0.3929 -2.5250 3.4542 0.007 0.002 -0.006 -0.077
H -1.8830 -2.0028 -6.0624 -0.004 -0.004 0.000 0.106
C -3.1272 3.9980 0.5080 -0.008 0.000 0.005 -0.299
C 3.3742 -0.5592 3.5843 0.008 0.003 0.001 -0.193
H 5.2257 -0.8861 -0.9638 -0.001 0.001 0.007 0.097
H -2.9300 -2.9141 4.1507 0.018 -0.003 -0.001 0.135
H 0.4959 -0.6918 -2.3695 -0.016 0.023 -0.009 0.076
H 5.4650 -2.6648 -2.4960 -0.001 0.000 0.001 0.108
H -2.5869 -0.0479 2.9948 0.001 -0.002 0.000 0.073
H 1.5455 1.5597 -2.3390 -0.008 0.006 0.007 0.095
O -2.8303 0.0312 0.1772 0.045 0.026 0.007 -0.676
H -3.6725 2.2082 1.6023 0.000 -0.001 0.000 0.099
H 3.9252 1.2003 -1.5173 0.002 0.000 0.003 0.092
C 5.0214 -0.6062 -2.0003 0.005 0.002 -0.012 -0.180
C 3.7670 0.2560 -2.0344 0.005 -0.001 -0.003 -0.213
N 2.6114 -0.4344 -1.4300 -0.006 -0.010 0.018 -0.227
C -3.5994 2.5488 0.5668 -0.002 0.000 0.009 -0.342
N 0.6761 -0.6558 0.4193 -0.131 -0.136 -0.090 -0.419
H 5.5031 -0.2931 3.4884 0.000 0.000 0.000 0.115
C 1.3057 4.5889 -0.6870 0.005 -0.007 -0.002 -0.199
H -2.9923 4.3095 -0.5311 -0.002 -0.001 -0.002 0.101
C 3.1908 -1.0299 2.1477 -0.009 -0.017 -0.010 -0.236
N 1.8591 1.7763 -0.2817 0.030 0.009 0.018 -0.213
C -4.0103 -3.2297 0.2815 0.014 0.013 -0.001 -0.090
H -4.8088 -3.9676 0.4321 -0.006 0.007 0.000 0.101
N -2.5169 -2.0475 -5.2717 0.002 0.004 0.019 0.145
C -1.7105 -0.5323 3.4267 -0.006 -0.002 0.004 -0.088
H -5.3213 0.6628 -1.0052 -0.001 0.001 0.004 0.065
H -3.6888 0.8111 -3.5928 0.003 0.006 -0.004 0.116
N 3.1154 0.1041 1.2367 0.006 0.025 0.010 -0.204
H 0.2121 4.6486 -0.6143 -0.001 -0.003 0.000 0.102
C 3.3519 -2.3036 -2.8316 0.003 0.005 -0.002 -0.183
N -1.7544 -1.8946 -4.1269 -0.002 -0.002 -0.016 -0.288
C -4.1245 4.9271 1.1912 0.003 0.002 0.004 -0.096
H -5.8733 0.3351 -2.6405 0.001 -0.004 0.002 0.080
H -1.8199 -0.5495 4.5189 0.004 0.000 -0.001 0.099
H 3.2695 -3.3827 -2.9702 0.000 -0.001 0.000 0.111
C -5.1875 0.9421 -2.0502 0.005 0.002 0.001 -0.097
H -2.9828 2.7113 -2.0656 -0.003 -0.004 -0.008 0.095
H -4.2556 4.6573 2.2400 0.000 0.000 0.000 0.080
H 3.7471 2.1502 2.9696 0.005 -0.004 -0.002 0.104
P 1.9386 0.1169 0.0359 -0.010 0.020 0.034 0.505
H 3.2762 -2.3235 -0.6822 -0.001 0.001 0.002 0.116
H 3.4518 -1.4220 4.2510 0.000 -0.002 0.001 0.110
H -1.9936 -4.5871 2.5608 0.001 -0.001 0.001 0.111
C -2.7979 -2.6620 3.0886 -0.019 0.004 -0.001 -0.193
H 1.5255 4.6663 1.4687 0.001 -0.002 0.002 0.113
N -2.0976 -2.4218 -2.9958 0.004 -0.002 0.015 0.067
H 5.1873 0.3752 0.9510 0.003 0.003 -0.006 0.114
H 0.1547 2.1910 -1.4487 -0.002 0.000 -0.006 0.083
H -5.4857 1.9857 -2.1743 0.003 0.000 -0.004 0.082
H -4.5645 2.4023 0.0853 -0.001 0.000 -0.006 0.085
H 1.6941 -2.3162 -1.4297 0.004 -0.002 0.001 0.072
C 4.5547 1.4653 2.6916 0.000 -0.002 0.008 -0.183
H 4.0430 -1.6731 1.8737 -0.003 -0.003 0.001 0.120
H 2.7970 -1.8363 -3.6512 0.000 -0.002 0.000 0.107
H -3.7812 5.9598 1.1516 0.000 0.000 0.000 0.079
C -0.3615 -1.1871 -2.8115 0.020 -0.010 -0.008 -0.202
C 4.3049 0.9465 1.2777 -0.002 -0.016 -0.004 -0.215
H 5.4835 2.0400 2.7063 0.001 0.002 0.001 0.114
C 1.6771 3.6581 -1.8376 0.001 0.006 0.005 -0.174
H -3.9056 -3.0477 -0.7895 -0.001 -0.001 -0.001 0.077
H -4.3062 -2.2933 0.7543 0.007 0.004 -0.002 0.077
C -2.8277 -3.9464 2.2727 0.002 -0.004 -0.007 -0.193
H 1.8531 2.2059 1.7615 -0.008 0.001 -0.013 0.094
H 3.5365 0.5069 -3.0781 0.001 0.003 -0.003 0.119
C 4.8236 -1.8608 -2.8615 -0.003 0.002 0.005 -0.187
N -1.2049 -1.9752 -2.1284 0.013 0.013 0.043 -0.057
H 5.8802 -0.0280 -2.3450 0.000 -0.004 0.000 0.115
H 2.7599 3.6770 -1.9933 0.002 -0.001 -0.001 0.116
H -0.1992 -3.4891 2.9835 -0.001 -0.004 -0.001 0.085
C 1.4303 2.6098 0.8429 0.001 -0.004 0.007 -0.221
N -2.7329 -3.7098 0.8229 0.034 0.026 0.015 -0.352
S -2.3720 1.4485 -0.1567 -0.042 -0.022 -0.029 0.951
H 1.2086 3.9867 -2.7686 -0.001 0.000 0.000 0.113
H -2.2739 -4.7500 -0.9411 0.002 -0.002 0.001 0.077
C 2.6984 -1.9020 -1.5186 0.006 0.002 0.003 -0.247
C 1.2541 2.2275 -1.5297 -0.004 -0.012 -0.003 -0.225
H 4.7326 0.7038 4.7108 0.002 0.000 0.001 0.109
C -2.7122 1.6620 -1.9284 -0.010 0.022 -0.003 -0.318
H -1.7470 1.5074 -2.4135 0.002 -0.003 0.001 0.066
Ca -1.2421 -1.6457 0.3897 0.094 0.039 0.047 1.223
H -2.1477 4.0784 0.9863 0.003 -0.001 -0.001 0.103
H 0.4730 -1.8880 3.2784 -0.012 -0.006 0.002 0.066
H -0.8240 0.0473 3.1649 0.001 0.000 0.001 0.086
H -3.4601 -0.3141 -2.2698 -0.005 0.015 -0.007 0.070
```
Positions in Å, forces in eV/Å.

***

A 11-piece molecular cluster, C28H63N3O8S8 overall in a non-equilibrium geometry. Source: OMol25; level of theory: ωB97M-V/def2-TZVPD.

max |F| = 3.2 eV Å⁻¹
total charge = +1
spin multiplicity = 2
LUMO (alpha / beta) = -0.0961 / -0.2527 hartree

Geometry as XYZ:
```
110
Properties=species:S:1:pos:R:3:forces:R:3:lowdin_charge:R:1
S 12.2384 9.0669 27.3259 1.148 -2.423 0.321 0.847
H 14.9604 4.7454 25.6980 0.521 -0.334 -0.176 0.049
S 15.4923 14.4206 21.1085 -1.803 0.624 0.424 0.860
H 11.8209 5.9591 13.5708 0.534 -0.318 -0.122 0.059
H 11.8073 10.1011 21.2169 0.015 -0.336 -0.277 0.041
S 12.8709 7.8601 20.8627 -0.359 1.465 -2.475 0.907
H 14.7207 12.1478 16.7664 -0.476 -0.192 -0.085 0.065
C 11.0129 10.8451 18.8145 -0.139 2.585 0.966 -0.113
H 10.1344 9.1316 26.2890 -0.260 0.128 0.020 0.027
H 8.2372 9.8174 20.9534 0.125 -0.141 0.049 0.082
S 14.9474 5.8022 23.5505 0.035 0.645 1.278 0.818
H 15.3412 7.7131 22.2908 0.027 0.402 0.104 0.006
H 13.2178 13.9371 22.0521 0.089 0.190 -0.293 0.027
H 11.7851 13.8578 26.1516 0.382 -0.126 -0.483 0.048
C 10.0632 9.9647 18.3780 -1.258 -2.083 -2.093 -0.141
H 11.6553 12.1206 26.5141 -0.053 -0.202 -0.378 0.038
C 9.5130 3.0162 21.0138 1.912 -1.616 1.140 0.012
O 11.5422 7.4313 20.1808 1.145 -0.187 0.842 -0.598
C 10.7454 2.6605 21.5966 -2.371 -1.438 0.381 0.007
O 12.5497 11.6039 23.9214 -1.251 1.008 -0.095 -0.593
C 15.7002 7.4699 23.2909 -0.644 -1.131 -0.353 -0.230
O 18.9717 6.7599 19.2159 -1.698 0.369 -0.001 -0.558
H 14.2139 7.4416 18.9203 0.493 0.001 0.352 0.015
H 16.1075 11.1176 16.9170 0.198 -0.028 0.748 0.056
C 12.6195 9.5142 21.6458 0.044 -0.574 0.332 -0.225
H 12.0733 10.7778 18.6209 -0.038 0.055 0.398 0.082
C 15.2568 10.2559 14.3334 0.033 0.300 1.459 -0.212
C 15.3477 5.7080 25.3642 -1.223 -0.427 -0.551 -0.216
H 13.9638 9.0966 25.5546 0.137 -0.047 0.711 0.048
H 16.7803 7.3357 23.2325 -0.006 0.138 0.295 0.059
H 12.7486 3.6743 21.5769 -0.116 0.277 0.268 0.145
C 8.7947 10.4939 18.4559 0.778 -0.446 0.830 -0.128
H 15.6068 13.1497 19.0706 0.013 0.029 0.043 0.028
H 14.7480 8.9520 19.8108 0.231 -0.229 -0.275 0.049
H 14.6204 6.3687 25.8360 0.467 0.576 -0.019 0.030
H 13.8492 4.9129 15.9515 -0.442 -0.338 0.383 0.051
H 16.3880 5.8724 25.6451 -0.166 0.041 -0.225 0.067
O 15.0848 15.7689 20.5377 0.380 -1.950 0.528 -0.575
C 12.9654 8.6786 25.6837 -0.382 0.938 -0.296 -0.261
H 14.0850 6.3671 16.9562 -0.356 0.452 -0.508 0.009
H 10.2587 9.0462 17.8445 0.150 -0.079 0.064 0.091
H 12.4138 9.2449 24.9332 -0.384 -0.182 -0.130 0.011
C 10.5998 8.4075 26.9577 -0.105 0.476 -0.857 -0.264
O 13.4382 5.9501 23.5109 0.854 -0.108 -0.122 -0.616
H 13.4558 8.8942 18.5460 -0.666 0.312 0.625 0.030
C 11.6830 3.6724 21.4013 -0.190 1.481 -1.680 0.048
H 17.0421 5.8673 21.1931 -0.203 0.822 -0.047 0.019
C 8.4432 8.0202 23.7752 2.306 0.271 -1.318 -0.101
H 10.9197 1.7301 22.1166 0.103 0.128 0.069 0.127
H 9.0362 11.6963 24.5018 0.259 0.389 0.209 0.061
N 9.6538 8.4544 21.8721 -1.996 0.698 1.624 0.023
H 10.2292 13.1426 26.0994 -0.111 -0.237 0.128 0.044
H 15.1774 9.4435 13.6111 0.031 -0.117 0.416 0.054
H 6.7654 9.3731 23.2268 0.084 0.105 -0.130 0.091
C 10.2837 11.9531 19.3025 0.426 -0.802 -0.183 -0.108
H 8.1738 7.5145 24.6907 -0.057 0.308 0.012 0.087
C 14.2276 13.9248 22.4621 0.319 -0.595 -0.848 -0.254
O 15.0900 8.5472 16.5235 0.235 0.958 -0.410 -0.585
S 14.4620 9.8038 15.9580 -1.109 -0.596 -0.327 0.826
O 11.6658 7.7876 15.6847 0.302 -1.887 -0.243 -0.567
S 11.3581 12.5678 24.0651 1.172 -1.153 0.783 0.870
C 16.7890 5.5763 20.1736 0.097 -0.216 0.861 -0.283
C 11.4171 5.3869 14.4061 -0.205 0.831 -0.686 -0.268
H 10.3444 5.4916 14.2433 -0.132 -0.024 0.469 0.049
H 9.0978 4.8557 19.8059 0.097 0.045 -0.030 0.154
C 9.9035 11.4857 23.8762 -0.255 -0.797 0.319 -0.255
H 15.3487 8.1503 24.0666 0.171 0.008 -0.201 0.044
H 13.9404 6.3447 15.0817 0.760 0.744 0.458 0.054
N 8.9523 11.6751 19.1212 -0.100 0.781 -0.109 0.001
N 11.0492 4.6370 20.6687 -0.280 -1.024 -0.128 0.110
H 17.2665 4.5967 20.1965 0.124 -0.081 -1.010 0.063
H 15.7072 5.4651 20.0994 -0.054 0.110 -0.162 0.038
H 11.4694 5.4021 20.1606 0.209 0.981 0.327 0.110
S 17.4684 6.7910 18.9931 1.964 -1.602 -0.295 0.839
H 9.9879 8.2838 27.8511 0.357 0.029 0.041 0.062
S 11.8200 6.2875 15.9120 -0.305 0.981 1.633 0.793
H 17.4655 4.6603 17.7462 0.639 0.180 0.389 0.053
H 10.4649 7.1016 23.2612 0.057 0.008 0.235 0.097
H 14.9473 12.0717 20.3145 -0.040 0.181 0.265 0.032
H 10.2490 10.4791 24.1116 0.185 -0.045 0.383 0.026
C 9.6684 7.8073 23.0768 -1.473 -0.695 0.395 -0.152
H 10.3350 8.2143 21.1661 -0.072 0.280 -0.634 0.045
H 8.2153 12.2950 19.4258 0.126 -0.118 -0.234 0.152
C 8.4724 9.1907 21.8009 0.007 -0.570 1.218 -0.117
C 15.0275 11.1446 17.0623 0.781 -0.225 -1.252 -0.254
H 10.6920 7.4904 26.3760 0.102 -0.172 0.345 0.052
H 14.7066 11.1167 13.9534 0.036 0.049 0.090 0.052
H 13.5347 10.1054 21.6145 0.129 -0.244 -0.110 0.052
C 7.7412 8.9719 22.9958 0.589 -0.324 -1.381 -0.115
H 12.9742 7.6076 25.4815 -0.307 0.093 0.204 0.027
H 11.6515 4.3224 14.4004 0.348 0.209 0.181 0.059
O 12.8658 8.0048 28.2174 -0.424 1.281 -0.451 -0.577
H 14.4470 12.8848 22.7036 0.113 -0.094 -0.112 0.015
C 9.7536 4.2327 20.3961 0.699 1.224 0.050 0.045
H 16.2809 10.5260 14.5910 0.124 -0.100 -0.467 0.047
C 13.9210 8.3816 19.3880 -0.402 -0.682 0.839 -0.218
H 17.8720 6.0390 16.6855 0.129 0.267 0.373 0.062
C 13.6172 5.9730 16.0541 -0.609 -0.785 -1.560 -0.267
H 8.6499 2.3673 21.0296 -0.122 0.431 -0.156 0.127
H 13.9179 13.3658 19.5495 -0.067 -0.088 0.159 0.050
H 14.1947 14.4330 23.4259 0.641 0.621 -0.403 0.049
C 11.2773 12.9297 25.8892 -0.824 0.287 -0.526 -0.218
C 17.2603 5.7076 17.5246 -0.770 -0.421 -0.267 -0.242
C 14.9083 13.0809 19.9046 0.379 1.121 0.258 -0.259
H 7.8677 10.0531 18.1201 -0.046 0.340 0.275 0.116
H 10.5722 12.9111 19.7091 0.108 -0.151 0.022 0.105
H 16.2350 5.6454 17.1601 -0.238 0.627 0.136 0.018
H 14.6787 10.8786 18.0601 0.236 0.043 -0.173 0.013
H 9.5009 11.3411 22.8737 0.497 0.757 -0.321 0.030
H 12.4063 9.3008 22.6933 -0.069 0.096 -0.065 0.015
```
Positions in Å, forces in eV/Å.